No. 1
{
  "formula": "C16H34ClF3O9S",
  "method": "wB97M-V/def2-TZVPD",
  "total_charge": 0,
  "homo_energy_ev": -10.2124,
  "fmax_ev_per_a": 1.5,
  "smiles": "C[C@]1(CC(=O)Cl)OS(=O)(=O)O[C@H]1CCC(F)(F)F.CCO.CCO.CCO.CCO",
  "symbols": ["C", "C", "C", "C", "O", "Cl", "O", "S", "O", "O", "O", "C", "C", "C", "C", "F", "F", "F", "H", "H", "H", "H", "H", "H", "H", "H", "H", "H", "C", "C", "O", "H", "H", "H", "H", "H", "H", "C", "C", "O", "H", "H", "H", "H", "H", "H", "C", "C", "O", "H", "H", "H", "H", "H", "H", "C", "C", "O", "H", "H", "H", "H", "H", "H"],
  "xyz": [[1.628, -1.018, 0.298], [0.411, -0.128, 0.598], [0.928, 1.320, 0.625], [0.377, 2.199, 1.709], [-0.391, 3.082, 1.533], [0.990, 1.871, 3.309], [-0.144, -0.568, 1.885], [-0.871, -1.953, 1.647], [-2.040, -2.050, 2.438], [0.043, -3.041, 1.690], [-1.251, -1.674, 0.106], [-0.774, -0.409, -0.354], [-1.777, 0.745, -0.369], [-3.215, 0.410, -0.784], [-4.077, -0.324, 0.221], [-5.373, 0.069, 0.071], [-4.083, -1.658, 0.057], [-3.740, -0.041, 1.488], [2.215, -1.068, 1.213], [1.362, -2.001, -0.060], [2.240, -0.554, -0.475], [0.723, 1.781, -0.337], [2.008, 1.290, 0.748], [-0.281, -0.563, -1.312], [-1.811, 1.224, 0.604], [-1.410, 1.442, -1.120], [-3.248, -0.118, -1.737], [-3.733, 1.354, -0.948], [-1.136, -3.623, -3.797], [0.295, -3.353, -3.369], [0.312, -2.573, -2.167], [-1.665, -2.682, -3.955], [-1.175, -4.199, -4.719], [-1.670, -4.174, -3.018], [0.829, -2.784, -4.121], [0.835, -4.291, -3.204], [-0.152, -3.069, -1.483], [0.076, 0.652, 7.185], [1.222, 1.502, 7.702], [1.957, 2.107, 6.641], [0.450, -0.125, 6.518], [-0.465, 0.179, 8.005], [-0.631, 1.262, 6.615], [1.934, 0.890, 8.254], [0.845, 2.279, 8.377], [1.350, 2.667, 6.148], [1.020, -4.619, -8.601], [1.553, -3.821, -7.426], [0.820, -4.078, -6.228], [-0.033, -4.390, -8.769], [1.576, -4.395, -9.512], [1.098, -5.691, -8.407], [1.459, -2.753, -7.614], [2.611, -4.046, -7.262], [0.901, -5.018, -6.034], [1.554, 6.641, 3.272], [1.070, 6.835, 1.846], [1.157, 5.633, 1.088], [2.586, 6.288, 3.277], [1.501, 7.574, 3.836], [0.946, 5.893, 3.785], [1.686, 7.568, 1.328], [0.036, 7.196, 1.841], [0.607, 4.972, 1.523]]
}


No. 2
{
  "formula": "C41H38GeN4O8Sr",
  "method": "wB97M-V/def2-TZVPD",
  "total_charge": -1,
  "homo_energy_ev": [-5.1748, -5.2023],
  "fmax_ev_per_a": 2.6,
  "multiplicity": 2,
  "e_above_lowest_kj_mol": 6.39,
  "symbols": ["Sr", "O", "C", "C", "C", "N", "C", "C", "C", "O", "O", "C", "O", "O", "H", "H", "H", "C", "Ge", "C", "C", "C", "C", "C", "C", "C", "C", "C", "C", "C", "C", "C", "C", "C", "C", "H", "H", "H", "H", "H", "H", "H", "H", "H", "H", "H", "H", "H", "H", "H", "C", "C", "C", "C", "C", "C", "N", "C", "C", "C", "C", "C", "C", "C", "O", "O", "C", "C", "H", "H", "H", "H", "H", "H", "H", "H", "H", "H", "H", "H", "H", "H", "C", "N", "C", "N", "O", "H", "H", "H", "H", "H", "H"],
  "xyz": [[-0.160, -0.156, -0.336], [-2.830, 3.521, 4.527], [-2.164, 2.885, 3.523], [-1.760, 1.592, 3.724], [-1.045, 0.970, 2.695], [-0.882, 1.564, 1.518], [-1.304, 2.836, 1.272], [-1.749, 3.601, 2.354], [-1.124, 3.241, -0.167], [-0.939, 4.455, -0.424], [-1.116, 2.226, -0.992], [-0.588, -0.457, 2.927], [-0.354, -0.673, 4.140], [-0.609, -1.156, 1.873], [-3.148, 2.885, 5.214], [-1.968, 1.031, 4.634], [-2.057, 4.640, 2.175], [2.769, -1.490, 4.275], [2.653, -0.196, 2.823], [4.296, -0.500, 1.711], [4.177, -1.433, 0.666], [5.324, -1.902, 0.025], [6.570, -1.311, 0.368], [6.681, -0.360, 1.361], [5.554, 0.033, 2.059], [2.859, 1.591, 3.734], [2.292, 1.671, 4.982], [2.119, 2.881, 5.655], [2.433, 4.051, 5.037], [2.959, 4.052, 3.721], [3.357, 5.265, 3.086], [3.722, 5.289, 1.763], [3.873, 4.071, 1.056], [3.603, 2.879, 1.700], [3.187, 2.821, 3.052], [3.638, -1.251, 4.921], [2.986, -2.460, 3.818], [1.803, -1.479, 4.741], [3.229, -1.882, 0.407], [5.223, -2.664, -0.762], [7.483, -1.581, -0.177], [7.623, 0.138, 1.664], [5.630, 0.786, 2.833], [1.914, 0.777, 5.492], [1.765, 2.912, 6.681], [2.242, 5.050, 5.435], [3.306, 6.169, 3.677], [3.938, 6.212, 1.211], [4.240, 4.061, 0.014], [3.757, 1.924, 1.202], [-8.030, -2.024, -1.081], [-7.077, -2.349, -2.190], [-7.549, -2.337, -3.543], [-6.661, -2.607, -4.580], [-5.326, -2.927, -4.334], [-4.844, -2.933, -3.029], [-3.451, -2.961, -2.815], [-2.462, -3.683, -3.407], [-2.693, -4.790, -4.221], [-1.647, -5.434, -4.880], [-0.318, -5.050, -4.731], [-0.052, -4.035, -3.794], [-1.101, -3.363, -3.139], [-0.832, -2.324, -2.076], [0.214, -2.411, -1.389], [-1.680, -1.363, -1.901], [-5.684, -2.628, -1.913], [-5.034, -2.702, -0.550], [-8.975, -1.817, -1.570], [-7.733, -1.185, -0.428], [-8.182, -2.912, -0.407], [-8.644, -2.146, -3.716], [-7.022, -2.548, -5.609], [-4.642, -3.141, -5.177], [-3.053, -2.218, -2.232], [-3.720, -5.028, -4.432], [-1.875, -6.246, -5.618], [0.445, -5.466, -5.368], [0.974, -3.723, -3.500], [-4.415, -3.620, -0.494], [-5.759, -2.684, 0.274], [-4.409, -1.822, -0.419], [3.558, 2.453, -4.082], [2.970, 1.423, -3.252], [1.981, 1.558, -2.329], [1.226, 2.695, -2.388], [1.777, 0.679, -1.443], [4.388, 1.920, -4.554], [3.888, 3.306, -3.510], [2.860, 2.802, -4.892], [3.561, 0.643, -3.007], [1.323, 3.230, -3.229], [0.295, 2.638, -1.939]]
}


No. 3
{
  "formula": "C2H6N2OS2",
  "method": "wB97M-V/def2-TZVPD",
  "total_charge": 0,
  "homo_energy_ev": [-7.9125, -7.7859],
  "fmax_ev_per_a": 5.0,
  "e_above_lowest_kj_mol": 372.15,
  "symbols": ["C", "C", "N", "N", "O", "S", "S", "H", "H", "H", "H", "H", "H"],
  "xyz": [[0.530, -0.228, 0.592], [-0.423, 0.711, -0.186], [-1.924, -0.807, -0.890], [-1.042, 0.033, -1.298], [0.242, 1.942, -0.469], [-0.256, 0.553, -2.856], [-0.402, 0.064, -4.742], [1.268, 0.526, 0.905], [0.228, -0.738, 1.473], [0.791, -0.966, -0.265], [-1.196, 0.957, 0.684], [1.103, 1.848, -0.867], [-2.391, -1.218, -1.614]]
}